Record 1
C31H23CrN5O2S as an isolated structure in a non-equilibrium geometry. Source: the Open Molecules 2025 dataset; level of theory: ωB97M-V/def2-TZVPD.

XYZ file:
```
63
C31H23CrN5O2S | the Open Molecules 2025 dataset | ωB97M-V/def2-TZVPD
Cr 0.261 0.723 -0.132
O 3.377 -5.009 1.649
C 2.802 -4.275 2.463
O 2.767 -4.208 3.700
C 1.956 -3.159 1.780
C 1.924 -3.054 0.389
C 1.291 -1.965 -0.168
N 0.784 -1.018 0.623
C 0.578 -1.225 1.929
C 1.198 -2.278 2.559
C -0.509 -0.333 2.429
C -1.026 -0.388 3.703
C -2.141 0.384 4.008
C -2.707 1.177 3.027
C -2.128 1.200 1.768
N -1.049 0.472 1.473
C 0.894 -1.726 -1.586
C 1.224 -2.562 -2.628
C 0.682 -2.313 -3.885
C -0.162 -1.233 -4.055
C -0.435 -0.416 -2.967
N 0.075 -0.652 -1.758
H 2.384 -3.849 -0.186
H 1.125 -2.479 3.621
H -0.574 -1.040 4.439
H -2.569 0.351 5.002
H -3.584 1.777 3.222
H -2.514 1.818 0.968
H 1.874 -3.408 -2.452
H 0.911 -2.968 -4.715
H -0.609 -1.013 -5.013
H -1.069 0.456 -3.051
N 2.134 1.135 -1.179
C 3.150 0.966 -0.164
C 4.378 0.415 -0.356
C 5.288 0.329 0.728
C 4.966 0.840 1.951
C 3.684 1.406 2.169
C 3.251 1.957 3.397
C 1.983 2.459 3.501
C 1.103 2.333 2.413
N 1.456 1.788 1.267
C 2.764 1.407 1.115
H 2.402 0.667 -2.038
H 2.018 2.128 -1.391
H 4.668 0.051 -1.334
H 6.253 -0.130 0.568
H 5.675 0.811 2.768
H 3.930 1.980 4.240
H 1.630 2.918 4.413
H 0.076 2.670 2.494
S -0.895 2.419 -1.157
C -0.187 4.023 -1.421
C -0.828 4.882 -2.310
C -0.312 6.149 -2.539
C 0.842 6.571 -1.891
C 1.480 5.717 -1.005
C 0.969 4.448 -0.768
H -1.727 4.551 -2.813
H -0.817 6.812 -3.230
H 1.238 7.561 -2.073
H 2.377 6.041 -0.492
H 1.457 3.791 -0.058
```

Computed properties:
HOMO energy (spin up / spin down) in eV: -10.4 / -10.4
Gap between HOMO and LUMO (spin up / spin down) in hartree: 0.23851 / 0.21878
Spin multiplicity: 4
Net charge: +1
DFT total energy in eV: -83319.779
Relative energy (zero: lowest compared OMol25 entry of this formula, charge and spin) in kcal/mol: 1.8
⟨S²⟩: 3.787

For reference, the Mulliken charges in units of e are:
1. Cr -0.53
2. O -0.70
3. C 0.30
4. O -0.70
5. C -0.24
6. C -0.69
7. C -0.17
8. N 0.84
9. C -0.27
10. C -0.85
11. C 0.98
12. C -0.58
13. C -0.67
14. C -0.82
15. C -0.23
16. N 0.59
17. C 0.82
18. C -0.80
19. C -0.53
20. C -0.92
21. C -0.04
22. N 0.66
23. H 0.63
24. H 0.65
25. H 0.48
26. H 0.49
27. H 0.46
28. H 0.40
29. H 0.47
30. H 0.48
31. H 0.44
32. H 0.44
33. N -0.23
34. C 0.03
35. C -0.87
36. C -1.00
37. C -0.87
38. C 0.71
39. C -0.68
40. C -1.22
41. C -0.47
42. N 0.84
43. C 1.18
44. H 0.42
45. H 0.23
46. H 0.47
47. H 0.43
48. H 0.48
49. H 0.50
50. H 0.44
51. H 0.62
52. S -0.25
53. C 0.78
54. C -0.80
55. C -0.50
56. C -0.54
57. C -0.86
58. C -0.18
59. H 0.43
60. H 0.38
61. H 0.39
62. H 0.43
63. H 0.29

Record 2
C31H23FOPS3SbSe4Tc as an isolated structure in a non-equilibrium geometry. Source: the Open Molecules 2025 dataset; level of theory: ωB97M-V/def2-TZVPD.

XYZ file:
```
66
C31H23FOPS3SbSe4Tc | the Open Molecules 2025 dataset | ωB97M-V/def2-TZVPD
Tc -0.390 0.057 0.341
C 5.431 0.112 -0.244
C 5.146 1.306 -0.887
C 3.831 1.647 -1.180
C 2.797 0.787 -0.819
C 3.091 -0.420 -0.187
C 4.400 -0.755 0.104
P 1.088 1.093 -1.306
C 0.976 2.809 -1.819
C 1.380 3.823 -0.950
C 1.376 5.139 -1.379
C 0.974 5.445 -2.675
C 0.576 4.437 -3.542
C 0.573 3.117 -3.113
C 0.580 -0.082 -2.499
C 0.899 -0.480 -3.792
C 0.332 -1.660 -4.239
C -0.484 -2.409 -3.385
C -0.765 -2.014 -2.087
C -0.227 -0.810 -1.642
H 6.456 -0.149 -0.017
H 5.946 1.977 -1.167
H 3.623 2.577 -1.690
H 2.292 -1.107 0.080
H 4.620 -1.690 0.602
H 1.699 3.582 0.058
H 1.689 5.928 -0.708
H 0.975 6.474 -3.010
H 0.270 4.676 -4.551
H 0.252 2.332 -3.787
H 1.565 0.101 -4.416
H 0.528 -2.019 -5.240
H -0.908 -3.338 -3.746
H -1.393 -2.639 -1.469
Se -4.937 4.379 -1.109
Sb -2.715 4.185 -1.702
Se -1.617 2.926 0.646
Se -2.563 0.989 -0.250
Se -2.561 1.535 -2.526
F 0.955 1.080 1.205
O -1.038 -1.678 0.526
C -1.599 -1.906 1.847
C -0.799 -3.025 2.460
C 0.327 -3.593 1.943
C 0.887 -4.575 2.811
C 0.179 -4.714 3.962
S -1.174 -3.670 4.003
C -1.426 -0.602 2.607
C -0.283 -0.190 3.255
C -0.454 0.993 3.990
C -1.750 1.432 3.952
S -2.762 0.428 3.047
C -3.073 -2.251 1.640
C -4.023 -2.505 2.583
C -5.300 -2.779 2.019
C -5.289 -2.730 0.661
S -3.739 -2.355 0.056
H 0.725 -3.342 0.972
H 1.771 -5.152 2.583
H 0.367 -5.383 4.786
H 0.641 -0.756 3.214
H 0.338 1.496 4.524
H -2.158 2.315 4.422
H -3.836 -2.495 3.649
H -6.182 -3.005 2.601
H -6.110 -2.898 -0.017
```

Computed properties:
HOMO energy in eV: -10.3
Gap between HOMO and LUMO in hartree: 0.20474
Spin multiplicity: 1
Net charge: +1
DFT total energy in eV: -349195.020
Relative energy (zero: lowest compared OMol25 entry of this formula, charge and spin) in kcal/mol: 16.3

For reference, the Mulliken charges in units of e are:
1. Tc -0.28
2. C -0.53
3. C -0.75
4. C -0.48
5. C 0.60
6. C -0.55
7. C -0.79
8. P 2.92
9. C 0.20
10. C -0.57
11. C -0.77
12. C -0.55
13. C -0.65
14. C -0.38
15. C 0.44
16. C -0.52
17. C -0.91
18. C -0.91
19. C -0.34
20. C 0.66
21. H 0.41
22. H 0.44
23. H 0.41
24. H 0.11
25. H 0.46
26. H 0.52
27. H 0.45
28. H 0.41
29. H 0.45
30. H 0.40
31. H 0.57
32. H 0.45
33. H 0.47
34. H 0.36
35. Se -0.42
36. Sb 0.35
37. Se -0.26
38. Se 0.18
39. Se -0.41
40. F -0.64
41. O -0.04
42. C 4.11
43. C -0.93
44. C -0.34
45. C -0.84
46. C -0.51
47. S -0.08
48. C -1.74
49. C -0.05
50. C -0.78
51. C -0.59
52. S 0.15
53. C -0.70
54. C -0.21
55. C -0.91
56. C -0.69
57. S 0.02
58. H 0.50
59. H 0.43
60. H 0.50
61. H 0.68
62. H 0.50
63. H 0.50
64. H 0.53
65. H 0.45
66. H 0.50